Computed, not measured: 4 unconnected molecules or ions with the total composition C31H32N4O4, with ωB97M-V/def2-TZVPD.

Geometry as ORCA input:
```
! wB97M-V def2-TZVPD RIJCOSX def2/J DEFGRID3
* xyz 0 1
C -3.704 3.172 -1.112
C 7.941 -2.687 1.763
C -0.871 -4.918 -2.741
H -2.537 -0.077 1.236
H -1.497 -2.303 -3.179
H -1.739 1.504 -1.800
C -3.856 5.820 -1.667
H 1.713 0.605 -1.307
C -0.373 0.059 -2.622
C 1.623 -5.267 -1.527
C -0.676 -6.057 -1.795
C 0.213 -1.307 -2.345
C -4.217 5.384 -0.402
C -3.433 4.879 -2.594
C 2.304 -0.306 -1.316
H -6.031 5.774 5.781
N -6.303 5.213 2.477
H -3.803 0.110 0.276
C 1.940 -2.769 -1.480
H -8.572 7.661 2.883
H -4.554 6.083 0.352
N 8.234 -3.161 2.972
C -4.140 4.032 -0.115
C 1.179 -3.874 -1.813
C -7.377 6.832 4.474
C 8.257 -3.340 0.581
H 0.388 0.760 -2.962
H 9.185 -5.096 -0.240
H 9.751 -6.004 2.017
H -5.128 4.377 3.936
C -1.151 0.660 -1.442
H 0.713 -7.012 -0.509
H 4.853 -2.706 0.717
C -6.399 5.897 4.772
O 2.778 -5.620 -1.575
O -1.607 -4.985 -3.697
H -3.144 5.181 -3.595
H 7.989 -2.904 -0.372
H 2.906 -2.909 -1.014
C 8.919 -4.554 0.659
C -7.811 6.945 3.162
H -4.414 3.654 0.860
C -2.083 -0.308 -0.735
H -2.795 -0.721 -1.457
H -0.446 1.072 -0.713
H 3.134 -0.145 -2.005
H -1.522 -6.704 -1.606
C -5.896 5.117 3.742
O 4.967 -0.234 -0.518
H -3.900 6.868 -1.933
H -7.559 6.171 1.170
C -0.064 -3.703 -2.421
H -3.622 2.110 -0.925
H 7.427 -1.732 1.744
C -7.245 6.115 2.207
C 1.460 -1.485 -1.733
H -1.543 -1.175 -0.348
H 3.526 -2.107 1.715
C 4.429 -1.818 1.180
O 2.800 -0.495 0.018
H -7.795 7.461 5.249
H -1.060 -0.060 -3.464
H 9.096 -4.694 4.025
C -0.538 -2.433 -2.695
C 8.870 -4.329 3.029
N -3.354 3.576 -2.334
C 9.234 -5.061 1.909
H 5.119 -1.396 1.907
C 0.513 -6.215 -1.214
C 4.123 -0.782 0.137
N -2.825 0.360 0.369
*
```

## Properties
frontier orbital gap	8.48	eV
total energy	-1720.4384	Eh
LUMO	-0.0321	hartree
energy relative to the best compared isomer or geometry (same formula, charge and spin)	4.350	eV

In the Löwdin picture, each atom carries the following charge in e:
1. C -0.1552
2. C -0.1643
3. C -0.3351
4. H 0.0635
5. H 0.1321
6. H 0.0821
7. C -0.0781
8. H 0.1147
9. C -0.1409
10. C -0.3356
11. C 0.0287
12. C -0.1561
13. C -0.0851
14. C -0.1629
15. C -0.0968
16. H 0.1012
17. N 0.0549
18. H 0.0645
19. C 0.0740
20. H 0.1012
21. H 0.0912
22. N 0.0542
23. C -0.0636
24. C -0.0857
25. C -0.0800
26. C -0.0710
27. H 0.1147
28. H 0.1050
29. H 0.0995
30. H 0.1037
31. C -0.1826
32. H 0.1213
33. H 0.0906
34. C -0.0729
35. O 0.1213
36. O 0.1217
37. H 0.0996
38. H 0.1041
39. H 0.1255
40. C -0.0805
41. C -0.0723
42. H 0.0905
43. C -0.2696
44. H 0.1161
45. H 0.1135
46. H 0.1380
47. H 0.1209
48. C -0.1516
49. O 0.1156
50. H 0.0975
51. H 0.1052
52. C -0.0865
53. H 0.0630
54. H 0.0932
55. C -0.1547
56. C -0.1011
57. H 0.1079
58. H 0.0873
59. C 0.0170
60. O -0.0041
61. H 0.1053
62. H 0.1197
63. H 0.1014
64. C 0.0446
65. C -0.1589
66. N 0.0493
67. C -0.0762
68. H 0.0803
69. C 0.0276
70. C -0.5342
71. N -0.0078

=====

Computed, not measured: a molecular structure, C23H41F6N6NiO9S2 in a non-equilibrium geometry, with ωB97M-V/def2-TZVPD.

Geometry as ORCA input:
```
! wB97M-V def2-TZVPD RIJCOSX def2/J DEFGRID3
* xyz 1 3
H -3.005 -2.678 -4.480
H 1.861 0.947 -4.176
H 0.900 -3.191 -2.016
C -3.537 -2.968 -3.573
C -4.348 0.878 -0.298
C 4.465 -0.281 2.101
C -2.471 1.240 1.063
C 1.597 -2.476 -1.577
C -3.486 0.633 -1.339
H -5.420 0.888 -0.424
H -5.149 -4.207 -1.792
O 0.153 -0.983 1.298
O -3.106 -4.273 -1.656
H 2.649 -2.636 -1.813
H -2.515 -3.784 1.182
N 3.996 -0.405 -0.339
F 3.802 5.268 -0.618
H 0.786 -0.938 4.180
H 5.517 -1.769 0.067
H 1.271 -1.705 -3.871
O 0.794 -0.217 -1.241
F -2.380 3.954 -1.021
C 3.414 4.054 -0.206
H 5.531 -0.352 1.888
N 1.274 -0.867 -3.308
H -2.066 1.385 2.054
C 0.541 2.197 3.448
H 0.344 1.032 -3.293
C 3.600 -0.046 0.865
N -1.006 -2.664 2.242
H -4.439 1.584 1.730
H 1.336 4.134 2.889
O 2.488 0.490 0.978
C 0.871 -1.750 3.458
H -0.490 0.176 5.651
H -1.675 -2.745 0.141
H 6.129 -0.501 -0.885
F 2.891 4.183 0.993
H 4.150 -1.202 2.591
F -1.351 5.505 -1.989
H 0.069 2.549 5.415
H 1.887 -1.912 3.096
H -1.801 1.308 5.466
O -0.632 4.189 1.170
C -3.814 1.268 0.908
H -3.957 0.262 -2.237
H 2.538 2.847 3.098
O 0.372 1.580 2.401
C 1.592 3.245 3.465
C 1.182 -1.072 -2.028
H 1.830 3.611 4.464
S 0.059 4.188 -0.098
C -4.331 -4.774 -2.237
H -1.363 0.318 4.092
C -0.955 0.862 4.944
F 4.420 3.204 -0.061
C -2.096 0.599 -1.148
C 0.009 -1.768 2.253
H -5.042 -4.357 -4.267
O 1.691 4.200 -2.440
Ni 0.557 0.902 0.447
H -2.601 -2.204 -1.756
H -4.524 -5.841 -2.128
H -2.738 -2.055 1.379
C -4.112 -4.395 -3.701
H -1.532 -3.219 -2.699
H 4.332 0.477 2.873
O 2.782 2.029 -1.946
H -1.179 -3.114 3.129
H 3.389 -0.168 -1.111
H -4.297 -2.212 -3.374
N -0.037 1.925 4.628
H -3.498 -5.156 -4.184
C -2.566 -3.102 -2.374
C -1.994 -2.826 1.180
S 2.095 3.207 -1.430
H 0.476 0.113 -4.884
H -1.487 0.272 -1.977
H 0.680 -2.650 4.041
C 5.222 -1.085 -0.728
C -1.221 4.277 -1.537
N -1.557 0.849 0.096
F -0.944 3.375 -2.548
C 0.948 0.399 -3.943
H 1.572 -2.472 -0.488
H 4.966 -1.717 -1.579
O 0.915 5.388 -0.225
N 0.781 2.751 -0.323
*
```

## Properties
frontier orbital gap (alpha / beta)	10.02 / 10.01	eV
total energy	-4810.4120	Eh
LUMO (alpha / beta)	-0.0745 / -0.0747	hartree
expectation value of S²	2.004

In the Löwdin picture, each atom carries the following charge in e:
1. H 0.1067
2. H 0.0884
3. H 0.0839
4. C -0.1558
5. C -0.0505
6. C 0.0392
7. C -0.0980
8. C 0.0407
9. C -0.0526
10. H 0.1194
11. H 0.1165
12. O -0.0280
13. O -0.1697
14. H 0.0771
15. H 0.0917
16. N 0.0585
17. F 0.1622
18. H 0.0737
19. H 0.0839
20. H 0.1523
21. O -0.0314
22. F 0.1436
23. C -0.6265
24. H 0.0816
25. N 0.0492
26. H 0.0972
27. C -0.4838
28. H 0.0733
29. C -0.4692
30. N 0.0421
31. H 0.1193
32. H 0.0849
33. O -0.0291
34. C 0.0314
35. H 0.0856
36. H 0.0646
37. H 0.0953
38. F 0.1179
39. H 0.0815
40. F 0.1772
41. H 0.1500
42. H 0.0863
43. H 0.0939
44. O -0.2823
45. C -0.0580
46. H 0.1052
47. H 0.0881
48. O -0.0165
49. C 0.0208
50. C -0.5387
51. H 0.0865
52. S 0.6342
53. C -0.1809
54. H 0.0791
55. C -0.0674
56. F 0.1434
57. C -0.0832
58. C -0.4744
59. H 0.1120
60. O -0.2958
61. Ni 0.6215
62. H 0.0780
63. H 0.1228
64. H 0.0877
65. C -0.1636
66. H 0.1009
67. H 0.0897
68. O -0.3188
69. H 0.1389
70. H 0.1105
71. H 0.1034
72. N 0.0442
73. H 0.1169
74. C -0.1699
75. C -0.0360
76. S 0.7533
77. H 0.0968
78. H 0.0990
79. H 0.0871
80. C -0.0421
81. C -0.6295
82. N 0.0545
83. F 0.0809
84. C -0.0237
85. H 0.0786
86. H 0.0847
87. O -0.2988
88. N -0.3134

=====

Computed, not measured: a molecular structure, C29H23IrN3O9S in a non-equilibrium geometry, with ωB97M-V/def2-TZVPD.

Geometry as ORCA input:
```
! wB97M-V def2-TZVPD RIJCOSX def2/J DEFGRID3
* xyz 1 1
H 1.798 -6.055 -2.280
O -0.412 -0.828 -0.833
C 0.516 3.399 -1.407
O -1.933 -2.275 -0.386
C -0.082 -4.855 1.990
H 2.743 3.354 2.196
N -1.135 1.670 -1.712
C -0.821 3.002 -1.309
H 2.280 3.086 -2.598
C 2.376 -0.984 1.093
S 4.095 0.706 1.331
H -1.271 1.848 2.279
O -0.849 -2.662 2.366
N 0.173 -4.446 0.756
C 0.677 2.736 2.247
O 1.512 -5.147 -2.447
O 4.567 1.361 0.149
N 3.640 -0.834 0.949
O 4.898 0.684 2.512
H -2.136 5.774 0.109
H -1.463 -3.417 4.499
C 2.464 1.281 1.708
O 1.862 -2.183 0.849
C 1.559 2.499 -2.032
C 0.776 -5.255 -0.112
Ir 0.039 -2.504 0.167
C 0.233 -6.133 2.418
C -2.381 1.101 -1.835
C -3.952 -0.772 -1.634
C 2.343 5.068 -0.942
C 1.594 0.215 1.551
H 1.095 -8.003 1.805
C -1.666 -1.120 -0.907
C -4.694 1.303 -2.530
O -1.076 -4.166 4.015
C -0.709 -3.781 2.817
H -3.230 2.842 -2.746
H -0.381 1.022 -1.593
H -4.127 -1.799 -1.343
H 3.000 4.293 -0.543
C -1.392 5.110 -0.315
H -5.964 -0.424 -2.246
H 0.232 6.472 0.003
H -0.467 -0.407 1.777
C 1.121 -6.548 0.226
O 0.610 -3.392 -1.538
H 2.134 1.951 -1.278
C 2.039 2.544 2.060
H 2.493 5.979 -0.363
C 0.986 -4.558 -1.414
H 1.602 -7.215 -0.477
H 2.671 5.270 -1.965
H 0.011 -6.434 3.432
C -0.214 1.678 2.119
C 0.896 4.647 -0.904
C -0.066 5.500 -0.371
C -2.654 -0.244 -1.477
C -4.970 -0.012 -2.139
H -5.477 1.907 -2.972
H 1.118 1.780 -2.720
C -1.774 3.857 -0.773
C -3.437 1.842 -2.391
C 0.242 0.406 1.794
C 0.841 -6.994 1.513
H -2.804 3.542 -0.682
H 0.303 3.722 2.488
*
```

## Properties
frontier orbital gap	4.72	eV
total energy	-2462.6700	Eh
LUMO	-0.1882	hartree
energy relative to the best compared isomer or geometry (same formula, charge and spin)	0.695	eV

In the natural (NBO) picture, each atom carries the following charge in e:
1. H 0.5144
2. O -0.6545
3. C -0.0682
4. O -0.6644
5. C 0.0946
6. H 0.2442
7. N -0.6281
8. C 0.2273
9. H 0.2363
10. C 0.5721
11. S 2.2986
12. H 0.2260
13. O -0.5713
14. N -0.3509
15. C -0.1706
16. O -0.5703
17. O -0.9153
18. N -0.7151
19. O -0.9059
20. H 0.2187
21. H 0.5302
22. C -0.3077
23. O -0.7364
24. C -0.6530
25. C 0.0659
26. Ir 1.4720
27. C -0.1366
28. C 0.3397
29. C -0.1117
30. C -0.6433
31. C -0.0913
32. H 0.2592
33. C 0.7818
34. C -0.1319
35. O -0.6171
36. C 0.8007
37. H 0.2361
38. H 0.4230
39. H 0.2297
40. H 0.2275
41. C -0.1963
42. H 0.2279
43. H 0.2152
44. H 0.2010
45. C -0.1571
46. O -0.4803
47. H 0.2330
48. C -0.1807
49. H 0.2212
50. C 0.8052
51. H 0.2405
52. H 0.2265
53. H 0.2690
54. C -0.1910
55. C 0.0220
56. C -0.2260
57. C -0.3029
58. C -0.2604
59. H 0.2269
60. H 0.2145
61. C -0.2879
62. C -0.2798
63. C -0.2114
64. C -0.1355
65. H 0.2177
66. H 0.2344

=====

Computed, not measured: 2 unconnected molecules or ions with the total composition C8H19ClN4O4P in a non-equilibrium geometry, with ωB97M-V/def2-TZVPD.

Geometry as ORCA input:
```
! wB97M-V def2-TZVPD RIJCOSX def2/J DEFGRID3
* xyz 1 1
H -0.014 1.284 -1.929
Cl 1.820 1.042 -3.970
H 1.001 -0.928 -2.974
O 0.336 2.380 3.349
H -0.580 1.353 4.944
H -2.117 0.367 -1.214
H -1.112 1.296 -3.337
N -0.996 -1.364 -1.150
C -0.551 0.640 -2.644
H -1.190 4.607 0.888
H 2.162 -0.766 3.547
O 0.395 0.043 2.941
P -0.356 1.398 2.232
H -0.231 -4.601 -4.008
H 2.308 0.878 2.896
O 0.480 1.273 0.966
H 2.036 -0.503 1.798
H 0.048 -0.546 -4.399
C 0.202 2.084 4.749
C -1.592 -0.270 -1.949
C 0.499 -0.100 -3.499
C 1.806 -0.081 2.775
C -0.632 -2.527 -1.639
H -0.037 3.006 5.277
N -0.056 -3.537 -0.957
O -1.225 2.695 1.587
H 0.275 4.140 1.761
C -0.483 3.796 1.061
H -2.381 -0.636 -2.625
H 1.150 1.702 5.127
C -0.268 -4.088 -3.048
N 0.172 -4.501 -1.875
H 0.177 -3.603 0.024
H 0.621 -5.391 -1.703
H -0.853 -1.200 -0.156
H -0.024 3.522 0.112
N -0.790 -2.868 -2.955
*
```

## Properties
frontier orbital gap	6.80	eV
total energy	-1637.4178	Eh
LUMO	-0.2025	hartree

In the natural (NBO) picture, each atom carries the following charge in e:
1. H 0.2461
2. Cl -0.0530
3. H 0.1905
4. O -0.7878
5. H 0.1823
6. H 0.2361
7. H 0.2343
8. N -0.5461
9. C -0.4419
10. H 0.1985
11. H 0.1929
12. O -0.8081
13. P 2.3683
14. H 0.2599
15. H 0.1962
16. O -0.9941
17. H 0.1836
18. H 0.2215
19. C -0.2516
20. C -0.2229
21. C -0.3581
22. C -0.2286
23. C 0.5803
24. H 0.2029
25. N -0.3703
26. O -0.7941
27. H 0.1947
28. C -0.2326
29. H 0.2311
30. H 0.1899
31. C 0.2717
32. N -0.3382
33. H 0.4531
34. H 0.4537
35. H 0.4273
36. H 0.1926
37. N -0.4801

=====

Computed, not measured: C10H13N3 in the gas phase in a non-equilibrium geometry, with ωB97M-V/def2-TZVPD.

Geometry as ORCA input:
```
! wB97M-V def2-TZVPD RIJCOSX def2/J DEFGRID3
* xyz 0 1
C -0.885 2.896 1.065
C 1.283 -1.025 -3.436
C -0.138 -1.707 0.503
H 0.028 3.505 1.395
C 0.943 -2.552 -1.573
N -0.138 -0.541 1.392
C 0.396 -0.169 -1.238
H -1.197 -1.721 0.264
C 1.282 -2.303 -2.945
H 1.534 -3.216 -3.539
H 0.101 -2.646 1.176
C -0.396 0.645 0.712
C 0.530 -1.519 -0.788
H -0.762 -0.844 2.313
H -1.630 2.184 3.456
C 0.880 -0.017 -2.538
H 0.261 1.809 3.379
N -0.960 1.536 1.599
C -0.860 1.466 3.003
N -0.057 0.898 -0.504
H -1.177 0.346 3.345
H -1.844 3.382 1.365
H 0.871 1.064 -2.911
H 1.187 -3.440 -0.980
H -0.834 2.538 -0.135
H 1.582 -0.568 -4.380
*
```

## Properties
frontier orbital gap	8.20	eV
total energy	-553.0164	Eh
LUMO	0.0181	hartree
energy relative to the best compared isomer or geometry (same formula, charge and spin)	2.752	eV

In the natural (NBO) picture, each atom carries the following charge in e:
1. C -0.4654
2. C -0.2396
3. C -0.2293
4. H 0.1894
5. C -0.2181
6. N -0.6192
7. C 0.1309
8. H 0.1777
9. C -0.2157
10. H 0.2139
11. H 0.2034
12. C 0.6270
13. C -0.0699
14. H 0.3964
15. H 0.2175
16. C -0.1865
17. H 0.1939
18. N -0.4495
19. C -0.3868
20. N -0.5801
21. H 0.1812
22. H 0.1942
23. H 0.2044
24. H 0.2169
25. H 0.2834
26. H 0.2300